{
  "formula": "C22H25N3O6S",
  "method": "ωB97M-V/def2-TZVPD",
  "homo_energy_ev": -8.7097,
  "energy_ha": -1866.4554,
  "max_force_ev_per_a": 15.19,
  "homo_lumo_gap_ev": 8.93,
  "charge": 0,
  "smiles": "COc1ccc(N(CC(=O)Nc2cc(C)ccc2OC)S(=O)(=O)c2c(C)noc2C)cc1",
  "species": ["S", "O", "O", "O", "O", "O", "O", "N", "N", "N", "C", "C", "C", "C", "C", "C", "C", "C", "C", "C", "C", "C", "C", "C", "C", "C", "C", "C", "C", "C", "C", "C", "H", "H", "H", "H", "H", "H", "H", "H", "H", "H", "H", "H", "H", "H", "H", "H", "H", "H", "H", "H", "H", "H", "H", "H", "H"],
  "xyz": [[0.464377, -0.788905, -1.212317], [2.651619, -1.293443, 4.529434], [1.001578, 0.496633, -1.322834], [-0.482309, -1.326684, -2.534142], [-2.632039, 0.440898, 1.361283], [-1.560418, 1.570211, -3.264714], [2.872895, -3.981329, -1.391877], [-2.163751, 0.757229, -0.886451], [3.832525, -2.864287, -1.308073], [-0.180210, -1.478362, -0.035404], [3.113809, -1.921314, -1.117184], [1.357053, -0.297819, 1.519001], [-1.215801, 2.198987, -4.347533], [-2.243334, 0.010942, 0.158790], [-1.952103, 2.633852, -2.285797], [1.901848, -1.400195, 3.576388], [-2.829337, 4.302819, -0.389642], [2.555394, -2.461893, 5.594850], [1.732995, -2.155436, -1.282752], [-1.837134, -1.543025, 0.126211], [1.614450, -3.342905, -1.426265], [-2.356314, 4.991615, -1.454396], [0.294185, -1.536715, 1.386847], [0.290578, -2.531725, 2.202639], [3.942259, -0.506254, -0.754932], [0.763800, -4.147314, -2.047747], [2.112207, -0.373449, 2.678982], [-3.374002, 5.316680, 1.001764], [1.133137, -2.350315, 3.411420], [-2.278827, 2.181535, -0.861271], [-2.256302, 3.864560, -2.460258], [-2.705813, 2.981407, 0.097351], [-3.283092, 6.333222, 0.490223], [0.793291, -3.334295, 3.946673], [-4.370649, 5.032260, 1.398115], [3.167055, 0.125260, -1.183355], [-2.511727, 5.069942, 1.740806], [1.358925, 0.376997, 0.707254], [-0.232383, -3.582933, -2.248677], [1.557713, -2.441112, 5.982134], [3.877881, -0.629161, 0.272088], [-0.474933, -3.298961, 1.927309], [-1.670098, 4.415954, -3.435566], [-2.639531, 6.071370, -1.609957], [2.637215, 0.477357, 2.969304], [-2.215641, -2.058726, 0.913298], [-1.867526, 2.470486, -5.010125], [3.027325, -3.351561, 5.229511], [-2.925902, 2.601288, 0.927849], [-2.163857, -1.652905, -1.023400], [-0.189617, 2.864794, -4.070927], [0.815971, -5.038715, -2.520133], [4.830316, -0.595903, -1.283356], [3.172009, -2.297551, 6.308045], [-0.669814, 1.247063, -4.850346], [-1.712471, 0.357171, -1.718896], [0.122526, -4.607337, -1.119239]],
  "atomic_forces_ev_per_a": [[-0.64, -7.74, -9.77], [5.74, -1.69, 10.16], [0.43, 2.44, 0.44], [2.74, 2.97, 5.22], [1.45, -1.43, -5.09], [-3.52, 2.19, 6.95], [0.38, 1.69, -0.34], [0.83, 1.16, -1.10], [2.36, -6.70, 0.14], [-7.24, -2.27, 7.10], [0.64, 7.87, 1.05], [-1.98, -4.96, 3.13], [11.24, -3.19, -1.09], [-1.70, -1.63, 9.24], [-1.14, -5.62, 3.71], [1.39, 3.80, -2.74], [-1.39, 4.65, 7.11], [-2.51, 1.47, -5.44], [0.52, 13.70, 2.47], [2.10, 5.98, -8.27], [5.09, -9.17, -1.85], [-2.78, -3.95, -0.83], [5.24, 7.24, -5.24], [-0.64, -0.78, 1.61], [-5.01, -3.23, -2.29], [-11.37, -1.52, 2.97], [-2.96, 1.89, -4.70], [2.68, -1.37, -2.67], [-9.79, -11.18, -3.17], [1.54, -3.47, -5.34], [4.60, 9.20, -5.17], [1.65, 3.17, -7.79], [-0.41, -1.11, 1.50], [1.88, 2.41, 0.30], [0.72, 0.31, -0.44], [0.92, 1.14, 0.36], [-1.73, 0.93, -0.99], [0.30, 1.02, 0.04], [1.92, -0.54, -0.97], [-0.54, -0.59, -0.21], [0.67, 0.71, 2.03], [1.19, -0.06, 1.07], [-2.29, -1.91, 1.76], [0.75, -1.52, -0.26], [1.48, 0.96, 0.49], [-0.54, -1.66, 2.11], [-4.09, 2.58, -3.35], [-0.90, -0.82, -1.16], [-2.06, -2.29, 6.94], [0.55, -1.48, 2.68], [-3.03, -0.88, -1.40], [1.56, -2.17, -2.15], [1.71, 0.22, -0.48], [4.08, 2.55, 4.82], [-0.85, 2.21, 0.01], [-0.48, 0.15, -0.05], [1.22, 0.32, -1.06]]
}